Entry 1:
Entry from OMol25: 2 unconnected molecules or ions with the total composition C2H5IO2 in a non-equilibrium geometry (ωB97M-V/def2-TZVPD).

Geometry as XYZ:
```
10
Properties=species:S:1:pos:R:3:lowdin_charge:R:1
C 0.2860 -0.0622 -0.9258 -0.04
C 0.3443 -0.9794 0.2190 -0.30
O -0.3649 -1.1610 1.1631 -0.02
O 0.4805 1.9012 1.9034 -1.04
I -0.9896 1.4402 2.9026 1.22
H -0.4905 0.6191 -0.8493 0.06
H 0.0295 -0.6300 -1.7987 0.09
H 1.1744 0.3934 -1.2145 0.08
H 1.3016 -1.4328 0.0425 0.12
H -1.0998 0.0893 2.0016 -0.18
```

**E**: -527.21174 Ha
**ΔE to the lowest compared entry with this formula, charge and spin**: 105.04 kcal per mole
**Lowest unoccupied orbital energy**: 0.12 eV
**HOMO energy**: -0.309 Ha
**Multiplicity**: 1

***

Entry 2:
Entry from OMol25: a molecular structure, C2H5IP2 in a non-equilibrium geometry (ωB97M-V/def2-TZVPD).

Geometry as XYZ:
```
10
Properties=species:S:1:pos:R:3:lowdin_charge:R:1
C -0.4855 0.4216 0.1768 -0.97
C -0.1321 1.8201 0.4277 -0.31
P 1.0701 -1.3177 0.4994 0.43
P -0.3548 -2.7624 -0.1459 0.25
I -2.4453 -0.1405 -0.1374 0.74
H 0.9409 1.9701 0.3116 0.06
H -0.4015 2.1108 1.4510 0.07
H -0.6770 2.4873 -0.2450 0.06
H 0.6340 -3.7147 -0.3973 -0.18
H -0.3880 -2.3856 -1.4943 -0.16
```

**E**: -1059.44712 Ha
**ΔE to the lowest compared entry with this formula, charge and spin**: 61.18 kcal per mole
**Lowest unoccupied orbital energy (alpha / beta)**: -1.15 / -0.15 eV
**HOMO energy (alpha / beta)**: -0.285 / -0.301 Ha
**Multiplicity**: 1

***

Entry 3:
Entry from OMol25: C2H5IS in the gas phase in a non-equilibrium geometry (ωB97M-V/def2-TZVPD).

Geometry as XYZ:
```
9
Properties=species:S:1:pos:R:3:lowdin_charge:R:1
C -0.6322 0.7295 0.0515 -0.29
C 0.3139 -0.2979 -0.5122 -1.08
S 0.1870 -1.9257 0.0951 0.66
I 2.4268 0.5646 -0.0139 0.56
H -1.6834 0.5269 -0.4207 0.11
H -0.9519 0.6039 1.1290 0.09
H -0.4227 1.6972 -0.0298 -0.01
H 0.2172 -0.2083 -1.6560 0.08
H 0.5453 -1.6902 1.3570 -0.13
```

**E**: -775.04654 Ha
**ΔE to the lowest compared entry with this formula, charge and spin**: 12.43 kcal per mole
**Lowest unoccupied orbital energy**: -0.13 eV
**HOMO energy**: -0.334 Ha
**Multiplicity**: 1

***

Entry 4:
Entry from OMol25: C2H5ISi in the gas phase in a non-equilibrium geometry (ωB97M-V/def2-TZVPD).

Geometry as XYZ:
```
9
Properties=species:S:1:pos:R:3:lowdin_charge:R:1
I 2.5879 -2.3584 -0.0999 -0.01
Si 0.3805 -0.5843 0.7432 0.53
C -0.8877 -0.0766 -0.5360 -0.32
C 0.0569 1.0697 -0.0738 -0.32
H 0.2679 -1.0127 2.1144 -0.09
H -1.9280 0.0093 -0.2485 0.05
H -0.7908 -0.3810 -1.5688 0.06
H 0.7152 1.4705 -0.8292 0.05
H -0.4018 1.8634 0.4987 0.05
```

**E**: -666.33989 Ha
**ΔE to the lowest compared entry with this formula, charge and spin**: 20.19 kcal per mole
**Lowest unoccupied orbital energy**: -0.67 eV
**HOMO energy**: -0.335 Ha
**Multiplicity**: 1

***

Entry 5:
Entry from OMol25: a molecular structure, C2H5InO in a non-equilibrium geometry (ωB97M-V/def2-TZVPD).

Geometry as XYZ:
```
9
Properties=species:S:1:pos:R:3:lowdin_charge:R:1
In 3.4894 1.4901 -0.1138 1.20
C -1.0141 0.2319 -0.3062 0.02
C 0.0433 -0.6013 0.3425 -0.22
O 1.0481 0.0808 0.8724 0.05
H -1.4946 0.9397 0.3781 0.14
H -1.7171 -0.3717 -0.8798 0.12
H -0.5094 0.8420 -1.0730 0.13
H 0.5032 -1.3338 -0.3855 0.27
H -0.3488 -1.2777 1.1654 0.29
```

**Charge**: +2
**E**: -343.67340 Ha
**ΔE to the lowest compared entry with this formula, charge and spin**: 19.23 kcal per mole
**Lowest unoccupied orbital energy**: -15.04 eV
**HOMO energy**: -0.774 Ha
**Multiplicity**: 1

***

Entry 6:
Entry from OMol25: a molecular structure, C2H5KO (ωB97M-V/def2-TZVPD).

Geometry as XYZ:
```
9
Properties=species:S:1:pos:R:3:lowdin_charge:R:1
O -2.1070 2.5754 1.5495 -0.72
C 0.6964 -0.9009 -1.2020 -0.10
C 1.3001 -1.2035 -0.0468 -0.11
K -1.2469 0.5000 0.9907 0.84
H -2.6774 3.2783 1.2460 -0.16
H -0.0411 -1.5741 -1.6464 0.06
H 0.9389 0.0042 -1.7648 0.06
H 2.0668 -0.5533 0.3818 0.06
H 1.0703 -2.1262 0.4920 0.06
```

**E**: -754.32235 Ha
**ΔE to the lowest compared entry with this formula, charge and spin**: 0.00 kcal per mole
**Lowest unoccupied orbital energy**: -0.27 eV
**HOMO energy**: -0.261 Ha
**Multiplicity**: 1

***

Entry 7:
Entry from OMol25: 3 unconnected molecules or ions with the total composition C2H5N in a non-equilibrium geometry (ωB97M-V/def2-TZVPD).

Geometry as XYZ:
```
8
Properties=species:S:1:pos:R:3:lowdin_charge:R:1
C -1.1210 0.4560 -0.0014 -0.03
C 0.9337 -0.5454 0.0152 -0.24
N 1.0786 0.6259 0.0011 0.07
H 2.6095 -0.4674 -0.0267 0.10
H 0.6254 -1.5811 0.0232 0.07
H -1.4480 0.0000 -0.9308 0.01
H -1.4663 -0.0239 0.9091 0.01
H -1.2119 1.5359 0.0104 0.00
```

**E**: -133.70557 Ha
**ΔE to the lowest compared entry with this formula, charge and spin**: 142.98 kcal per mole
**Lowest unoccupied orbital energy (alpha / beta)**: 0.29 / 0.57 eV
**HOMO energy (alpha / beta)**: -0.284 / -0.296 Ha
**Multiplicity**: 1

***

Entry 8:
Entry from OMol25: C2H5N in the gas phase in a non-equilibrium geometry (ωB97M-V/def2-TZVPD).

Geometry as XYZ:
```
8
Properties=species:S:1:pos:R:3:lowdin_charge:R:1
C -1.5271 -0.3085 -0.1912 0.00
N -0.2956 -0.6706 0.4061 -0.13
C 1.0130 -0.2740 0.0628 -0.23
H -2.3667 -0.7878 0.2422 0.02
H -1.5925 0.4420 -1.0873 0.09
H 1.8522 -1.1381 0.3162 0.12
H 1.3196 0.5419 0.7683 0.08
H 1.1889 -0.0846 -0.9730 0.04
```

**E**: -133.87171 Ha
**ΔE to the lowest compared entry with this formula, charge and spin**: 38.73 kcal per mole
**Lowest unoccupied orbital energy**: 0.85 eV
**HOMO energy**: -0.342 Ha
**Multiplicity**: 1

***

Entry 9:
Entry from OMol25: 2 unconnected molecules or ions with the total composition C2H5N in a non-equilibrium geometry (ωB97M-V/def2-TZVPD).

Geometry as XYZ:
```
8
Properties=species:S:1:pos:R:3:lowdin_charge:R:1
C -0.5358 -0.0898 0.4807 -0.36
C 0.8479 0.1786 -0.0053 -0.11
N -0.9447 -1.1802 0.8370 0.06
H -1.6960 1.0544 0.4313 0.16
H 1.0962 1.1207 -0.3677 0.04
H 0.9124 -0.4670 -0.9125 0.09
H 1.6771 -0.1151 0.6186 0.08
H -1.9098 -1.4007 0.9306 0.05
```

**E**: -133.85533 Ha
**ΔE to the lowest compared entry with this formula, charge and spin**: 49.01 kcal per mole
**Lowest unoccupied orbital energy**: 1.14 eV
**HOMO energy**: -0.334 Ha
**Multiplicity**: 1

***

Entry 10:
Entry from OMol25: a molecular structure, C2H5N2 in a non-equilibrium geometry (ωB97M-V/def2-TZVPD).

Geometry as XYZ:
```
9
Properties=species:S:1:pos:R:3:lowdin_charge:R:1
C -0.0182 -0.6917 -0.4868 0.00
C 0.7829 0.0340 0.4401 -0.27
N 0.5388 0.4335 1.5730 0.17
N -1.1752 -0.0753 -0.7251 0.22
H 0.1879 -1.4885 -1.2441 0.17
H 1.8744 0.4681 -0.2922 0.24
H 1.0922 1.0423 2.2157 0.13
H -1.8088 -0.2535 -1.5358 0.18
H -1.4738 0.5312 0.0552 0.15
```

**Charge**: +1
**E**: -188.36071 Ha
**ΔE to the lowest compared entry with this formula, charge and spin**: 34.38 kcal per mole
**Lowest unoccupied orbital energy**: -6.28 eV
**HOMO energy**: -0.556 Ha
**Multiplicity**: 1

***

Entry 11:
Entry from OMol25: 2 unconnected molecules or ions with the total composition C2H5N2 in a non-equilibrium geometry (ωB97M-V/def2-TZVPD).

Geometry as XYZ:
```
9
Properties=species:S:1:pos:R:3:lowdin_charge:R:1
C -0.9253 0.2107 -0.0481 -0.14
C 0.9132 -0.1778 0.0340 -0.11
N 0.1115 0.9754 0.0235 0.09
N -0.3490 -0.9860 0.1043 0.12
H -2.3957 0.7562 -0.1457 0.31
H 1.3448 -0.4016 -0.9701 0.16
H 1.5414 -0.3912 0.9054 0.15
H 0.2557 1.9875 0.3072 0.22
H -0.4966 -1.9731 -0.2105 0.19
```

**Charge**: +1
**E**: -188.33457 Ha
**ΔE to the lowest compared entry with this formula, charge and spin**: 50.78 kcal per mole
**Lowest unoccupied orbital energy**: -4.20 eV
**HOMO energy**: -0.607 Ha
**Multiplicity**: 1

***

Entry 12:
Entry from OMol25: a gas-phase ion, C2H5N2O2 (charge +1) in a non-equilibrium geometry (ωB97M-V/def2-TZVPD).

Geometry as XYZ:
```
11
Properties=species:S:1:pos:R:3:lowdin_charge:R:1
C 0.6411 0.8867 0.3209 -0.04
C -1.0416 -1.2418 -0.1728 0.11
N -0.6888 0.9339 0.4120 0.11
N 1.3198 -0.2233 0.2976 -0.02
O -1.4405 -0.2278 0.5556 0.03
O 0.7934 -1.4183 0.4842 -0.05
H 1.1581 1.8309 0.2160 0.18
H -1.4977 -2.1809 0.1231 0.15
H -0.7434 -1.1091 -1.2082 0.14
H -1.2136 1.7783 0.6192 0.19
H 2.3255 -0.2369 0.1209 0.20
```

**Charge**: +1
**E**: -338.76945 Ha
**ΔE to the lowest compared entry with this formula, charge and spin**: 86.50 kcal per mole
**Lowest unoccupied orbital energy**: -4.39 eV
**HOMO energy**: -0.533 Ha
**Multiplicity**: 1

***

Which formula does entry 5 have?
C2H5InO

***

Which of these has the lowest E?
C2H5IP2

***

Look up the multiplicity of the third one.
1

***

Which of these has the lowest ΔE to the lowest compared entry with this formula, charge and spin?
C2H5KO